1.
{"formula": "C4H6ClN2O2S", "method": "ωB97M-V/def2-TZVPD", "elements": ["Cl", "S", "O", "O", "N", "N", "C", "C", "C", "C", "H", "H", "H", "H", "H", "H"], "positions_angstrom": [[3.243, 0.791, -1.322], [2.707, 0.016, 0.402], [2.581, 1.174, 1.208], [3.550, -1.089, 0.653], [0.065, 0.463, 0.401], [0.300, -1.438, -0.571], [-2.417, 0.963, 0.231], [0.921, -0.430, 0.089], [-1.188, 0.111, -0.017], [-0.994, -1.107, -0.641], [-1.785, -1.696, -1.134], [-3.125, 0.755, -0.602], [0.639, -2.359, -0.931], [-2.801, 0.598, 1.155], [-2.079, 1.920, 0.288], [0.381, 1.328, 0.790]], "energy_ha": -1274.10636, "spin_multiplicity": 1, "mol_weight_g_mol": 181.6, "e_homo_ev": -14.54, "relative_energy_kcal_mol": 0.0, "fmax_ha_per_bohr": 0.0900, "e_lumo_ev": -4.5, "total_charge": 1}

=====

2.
{"formula": "C4H6ClNO", "method": "ωB97M-V/def2-TZVPD", "elements": ["Cl", "O", "N", "C", "C", "C", "C", "H", "H", "H", "H", "H", "H"], "positions_angstrom": [[3.248, -1.200, -0.072], [2.132, 1.882, -0.114], [0.059, 0.906, 0.206], [-0.552, -0.013, -0.493], [1.749, -0.479, 0.332], [1.574, 0.864, 0.101], [-2.005, -0.457, -0.130], [-0.137, -0.506, -1.349], [-2.802, 0.002, -0.845], [1.208, -0.920, 1.126], [-0.557, 1.677, 0.490], [-1.985, -0.253, 0.996], [-1.932, -1.504, -0.248]], "energy_ha": -746.08962, "spin_multiplicity": 1, "mol_weight_g_mol": 119.6, "e_homo_ev": [-7.64, -7.64], "relative_energy_kcal_mol": 86.4, "fmax_ha_per_bohr": 0.0574, "e_lumo_ev": [-0.3, -0.3]}

=====

3.
{"formula": "C4H6ClNOS", "method": "ωB97M-V/def2-TZVPD", "elements": ["Cl", "S", "O", "N", "C", "C", "C", "C", "H", "H", "H", "H", "H", "H"], "positions_angstrom": [[0.710, 3.034, 0.086], [-1.089, -2.076, -1.539], [0.556, 0.096, -0.922], [1.178, -1.072, -0.585], [-0.295, 0.682, 1.339], [0.429, -2.118, -1.053], [-0.439, 0.445, -0.056], [-0.482, 1.945, 0.435], [0.930, -3.191, -0.687], [-1.370, 0.294, 1.725], [0.545, 0.525, 1.938], [2.141, -1.097, -0.562], [-1.367, 0.148, -0.457], [-1.447, 2.384, 0.339]], "energy_ha": -1144.22225, "spin_multiplicity": 1, "mol_weight_g_mol": 151.6, "e_homo_ev": -8.54, "relative_energy_kcal_mol": 116.8, "fmax_ha_per_bohr": 0.0981, "e_lumo_ev": 0.5}

=====

4.
{"formula": "C4H6ClNOS", "method": "ωB97M-V/def2-TZVPD", "elements": ["Cl", "S", "O", "N", "C", "C", "C", "C", "H", "H", "H", "H", "H", "H"], "positions_angstrom": [[-1.244, -1.660, -0.756], [2.044, -1.137, -1.213], [-0.716, 1.716, 1.233], [1.544, 1.159, -0.131], [-1.168, 0.570, 0.662], [-1.526, 2.116, 2.344], [-0.441, -0.256, -0.123], [1.011, -0.053, -0.469], [-2.532, 2.396, 2.033], [2.504, 1.348, -0.306], [-1.561, 1.291, 3.106], [-2.224, 0.365, 0.856], [-1.085, 3.019, 2.796], [1.016, 1.886, 0.346]], "energy_ha": -1144.35492, "spin_multiplicity": 1, "mol_weight_g_mol": 151.6, "e_homo_ev": -8.25, "relative_energy_kcal_mol": 33.6, "fmax_ha_per_bohr": 0.0303, "e_lumo_ev": 0.0}

=====

5.
{"formula": "C4H6ClNOS", "method": "ωB97M-V/def2-TZVPD", "elements": ["Cl", "S", "O", "N", "C", "C", "C", "C", "H", "H", "H", "H", "H", "H"], "positions_angstrom": [[-1.017, 1.519, -0.990], [-2.450, -0.356, 0.767], [0.448, -1.769, -1.274], [-1.339, -1.386, 0.067], [0.652, -0.003, 0.252], [-2.026, 1.271, 0.268], [2.101, 0.320, -0.032], [0.010, -1.073, -0.381], [2.180, 0.407, -1.055], [-2.030, 2.034, 1.010], [2.611, -0.587, 0.350], [2.601, 1.200, 0.528], [-1.916, -1.944, -0.546], [0.173, 0.366, 1.035]], "energy_ha": -1144.24709, "spin_multiplicity": 1, "mol_weight_g_mol": 151.6, "e_homo_ev": [-8.50, -7.61], "relative_energy_kcal_mol": 101.2, "fmax_ha_per_bohr": 0.0829, "e_lumo_ev": [-0.5, -0.8]}

=====

6.
{"formula": "C4H6ClNS", "method": "ωB97M-V/def2-TZVPD", "elements": ["Cl", "S", "N", "C", "C", "C", "C", "H", "H", "H", "H", "H", "H"], "positions_angstrom": [[-0.203, 1.873, -1.724], [-1.559, -0.438, 1.824], [-0.108, -0.706, -0.312], [-0.898, -0.005, 0.394], [-1.184, 1.438, -0.187], [0.788, -1.576, 0.309], [1.327, -0.240, -0.242], [0.816, -2.605, -0.302], [1.710, -0.130, -1.366], [-0.976, 2.412, 0.512], [0.875, -1.747, 1.296], [-2.294, 1.266, -0.686], [1.706, 0.460, 0.484]], "energy_ha": -1069.02276, "spin_multiplicity": 1, "mol_weight_g_mol": 135.6, "e_homo_ev": -8.83, "relative_energy_kcal_mol": 72.7, "fmax_ha_per_bohr": 0.1262, "e_lumo_ev": 0.2}

=====

7.
{"formula": "C4H6CsO2", "method": "ωB97M-V/def2-TZVPD", "elements": ["Cs", "O", "O", "C", "C", "C", "C", "H", "H", "H", "H", "H", "H"], "positions_angstrom": [[-2.938, -1.906, 1.739], [-0.788, 0.436, 0.211], [0.745, -2.405, 2.642], [1.804, -2.026, 2.400], [-1.476, 0.124, -1.191], [0.319, 1.225, 0.186], [1.208, 1.058, -0.979], [1.695, 0.063, -0.957], [0.513, 0.928, -1.918], [-2.544, 0.063, -0.900], [-1.119, -0.900, -1.436], [1.953, 1.862, -0.999], [0.630, 1.477, 1.203]], "energy_ha": -326.40721, "spin_multiplicity": 2, "mol_weight_g_mol": 219.0, "e_homo_ev": [-4.45, -5.18], "relative_energy_kcal_mol": 57.2, "fmax_ha_per_bohr": 0.0509, "s_squared": 0.754, "e_lumo_ev": [-1.1, -1.1]}

=====

8.
{"formula": "C4H6CuO3", "method": "ωB97M-V/def2-TZVPD", "elements": ["Cu", "O", "O", "O", "C", "C", "C", "C", "H", "H", "H", "H", "H", "H"], "positions_angstrom": [[-1.902, -2.323, 0.627], [4.321, -0.868, 1.724], [-2.021, -0.289, 0.984], [0.162, -0.098, 1.378], [-2.289, 1.066, 1.381], [1.904, -1.320, 1.811], [3.078, -0.814, 1.662], [-0.722, -0.746, 0.837], [-3.374, 1.187, 1.333], [-1.785, 1.753, 0.691], [1.723, -2.394, 1.723], [4.793, -0.453, 0.975], [-1.922, 1.234, 2.399], [1.651, -0.627, 0.807]], "energy_ha": -2021.22695, "spin_multiplicity": 2, "mol_weight_g_mol": 165.6, "e_homo_ev": [-18.64, -18.34], "relative_energy_kcal_mol": 98.8, "fmax_ha_per_bohr": 0.1046, "s_squared": 0.761, "e_lumo_ev": [-9.6, -11.9], "total_charge": 2}